C6H7N | wB97M-V/def2-TZVPD

* 2S+1: 1
* HOMO energy: -7.79 eV
* Kohn-Sham gap: 8.80 eV
* max |F|: 4.32 eV/Å
* E_tot: -7824.0996 eV
* structure (SMILES): C=Cc1ccc[nH]1

Structure (XYZ):
```
14
C6H7N wB97M-V/def2-TZVPD
C -0.4201 -2.3355 1.0232
C 0.5304 -1.5308 0.4802
C 0.1727 -0.1652 -0.0395
C 1.1069 0.6202 -0.6931
C 0.5525 1.8921 -0.8656
C -0.7824 1.8486 -0.4325
N -0.9459 0.6379 0.1541
H -1.3946 -1.9903 1.0802
H -0.0592 -3.3421 1.2226
H 1.5761 -1.7821 0.3549
H 2.1741 0.3826 -0.7531
H 0.7528 2.8390 -1.4360
H -1.4749 2.6512 -0.5584
H -1.7883 0.2745 0.4629
```

Need the Löwdin charges? In units of e they are:
1. C 0.010
2. C -0.096
3. C -0.266
4. C -0.082
5. C -0.113
6. C -0.122
7. N 0.064
8. H 0.021
9. H 0.053
10. H 0.097
11. H 0.108
12. H 0.107
13. H 0.101
14. H 0.118

=====

C6H7N | wB97M-V/def2-TZVPD

* 2S+1: 1
* HOMO energy (spin up / spin down): -7.93 / -7.96 eV
* Kohn-Sham gap (spin up / spin down): 8.08 / 7.33 eV
* max |F|: 3.23 eV/Å
* E_tot: -7820.5064 eV

Structure (XYZ):
```
14
C6H7N wB97M-V/def2-TZVPD
C -2.3434 -0.2862 -0.2168
C -0.4528 1.2113 0.4151
C -0.9685 0.0087 -0.2970
C 0.6744 0.8950 0.9815
C -0.3745 -0.8981 -1.3703
C 1.9693 0.3236 1.2291
N -3.4659 -0.5001 -0.2437
H -0.9715 2.1710 0.6130
H 0.5995 -0.5012 -1.7086
H -0.9645 -0.7422 -2.3371
H -0.5123 -1.9491 -1.0951
H 2.3189 -0.2037 0.3573
H 1.7721 -0.4922 2.0273
H 2.7191 0.9630 1.6454
```

Need the Löwdin charges? In units of e they are:
1. C -0.262
2. C -0.109
3. C -0.247
4. C -0.018
5. C -0.066
6. C -0.096
7. N 0.153
8. H 0.115
9. H 0.079
10. H 0.105
11. H 0.084
12. H 0.066
13. H 0.126
14. H 0.069

=====

C6H7N | wB97M-V/def2-TZVPD

* 2S+1: 3
* HOMO energy (spin up / spin down): -5.83 / -10.82 eV
* Kohn-Sham gap (spin up / spin down): 6.71 / 8.40 eV
* max |F|: 7.58 eV/Å
* E_tot: -7818.2229 eV

Structure (XYZ):
```
14
C6H7N wB97M-V/def2-TZVPD
C -1.7109 -0.0138 0.0006
C 1.0051 -1.5752 -0.0902
C 0.3470 -0.8421 -1.0144
C 0.4619 -0.7702 1.0836
C -0.2286 0.1858 0.0163
C 0.0210 1.6745 -0.2173
N -2.8280 -0.0441 0.1187
H 1.6208 -2.3713 -0.0944
H 0.2490 -0.7353 -2.0155
H -0.3592 -1.2516 1.4282
H 1.1691 -0.2594 1.6162
H -0.5896 2.2266 0.6042
H -0.2550 1.8728 -1.3119
H 1.0977 1.9033 -0.1241
```

Need the Löwdin charges? In units of e they are:
1. C -0.206
2. C -0.044
3. C -0.021
4. C -0.033
5. C -0.429
6. C -0.040
7. N 0.164
8. H 0.057
9. H 0.071
10. H 0.081
11. H 0.090
12. H 0.119
13. H 0.111
14. H 0.079

=====

C6H7N2O2 | wB97M-V/def2-TZVPD

* 2S+1: 1
* HOMO energy (spin up / spin down): -12.32 / -12.32 eV
* Kohn-Sham gap (spin up / spin down): 7.76 / 7.76 eV
* net charge: +1
* max |F|: 8.49 eV/Å
* E_tot: -13400.2858 eV

Structure (XYZ):
```
17
C6H7N2O2 wB97M-V/def2-TZVPD
C -1.3475 1.0764 -0.9720
C -0.2689 1.0818 -1.8234
C -1.3167 0.3102 0.1688
C -0.1639 -0.4658 0.5551
C 0.9512 -0.2945 -0.3156
C 2.9999 -1.3112 0.6083
N 0.8417 0.3953 -1.3481
N -2.4027 0.2813 1.0411
O 2.8670 -2.0753 1.4658
O -0.1750 -1.1190 1.7378
H -2.2147 1.7101 -1.0471
H -0.3598 1.3397 -2.9061
H 3.7532 -0.7128 0.0681
H 1.6773 0.4165 -2.0375
H -3.1297 0.9911 1.0361
H -2.5366 -0.2917 1.9254
H 0.8253 -1.3321 1.8432
```

Need the Löwdin charges? In units of e they are:
1. C 0.000
2. C -0.010
3. C -0.219
4. C -0.240
5. C -0.028
6. C 0.093
7. N 0.006
8. N 0.136
9. O 0.177
10. O 0.066
11. H 0.131
12. H 0.156
13. H 0.132
14. H 0.211
15. H 0.112
16. H 0.151
17. H 0.127

=====

C6H7N2O3 | wB97M-V/def2-TZVPD

* 2S+1: 1
* HOMO energy: -4.52 eV
* Kohn-Sham gap: 8.29 eV
* net charge: -1
* max |F|: 3.27 eV/Å
* E_tot: -15457.8055 eV
* structure (SMILES): [H]/N=c1\on(C)c(C(=O)[O-])c1C

Structure (XYZ):
```
18
C6H7N2O3 wB97M-V/def2-TZVPD
H -0.9813 -0.5677 3.0180
N -0.5401 0.2244 2.5745
C -0.1817 -0.1021 1.3878
O -0.2428 -1.3198 0.8432
N 0.3072 -1.3401 -0.4449
C -0.6337 -1.9986 -1.2751
C 0.7482 0.0202 -0.7052
C 1.3825 -0.0454 -2.1031
O 2.6119 0.1003 -2.1162
O 0.6001 -0.2043 -3.0499
C 0.5331 0.7175 0.4438
C 0.8409 2.1968 0.6868
H -1.5873 -1.5792 -1.0417
H -0.3767 -1.9161 -2.3114
H -0.6922 -3.0189 -0.9992
H 1.3464 2.5317 -0.2558
H 1.4123 2.2557 1.6291
H -0.2069 2.5654 0.8272
```

Need the Löwdin charges? In units of e they are:
1. H 0.021
2. N 0.114
3. C -0.462
4. O 0.019
5. N -0.093
6. C -0.053
7. C -0.018
8. C -0.710
9. O -0.023
10. O -0.043
11. C -0.185
12. C -0.042
13. H 0.087
14. H 0.076
15. H 0.071
16. H 0.089
17. H 0.071
18. H 0.081

=====

C6H7N2O4 | wB97M-V/def2-TZVPD

* 2S+1: 1
* HOMO energy (spin up / spin down): -3.93 / -3.94 eV
* Kohn-Sham gap (spin up / spin down): 7.52 / 7.52 eV
* net charge: -1
* max |F|: 3.30 eV/Å
* E_tot: -17499.8037 eV
* structure (SMILES): O=[N+]([O-])/C=C(/[O-])CCC=C=[NH+][O-]

Structure (XYZ):
```
19
C6H7N2O4 wB97M-V/def2-TZVPD
O -1.0598 -1.1518 2.4199
N -1.0575 -0.1269 1.7531
O -2.1032 0.3726 1.3158
C 0.2002 0.3856 1.5060
C 0.5943 1.4358 0.6786
O 1.6360 2.0651 0.6963
C -0.2120 1.6711 -0.6336
C 0.2993 0.7412 -1.7197
C -0.2120 -0.6615 -1.3642
C 0.1565 -1.2717 -0.2603
N 0.4440 -2.4285 0.2775
O 1.3310 -3.2946 -0.1620
H 0.9778 -0.1875 2.0833
H -1.2480 1.5997 -0.5456
H -0.0933 2.7574 -0.8666
H 1.3186 0.7601 -1.8046
H -0.1177 1.1634 -2.6183
H -1.0046 -1.1157 -1.9274
H 0.1505 -2.7138 1.1718
```

Need the Löwdin charges? In units of e they are:
1. O -0.044
2. N -0.476
3. O -0.014
4. C -0.074
5. C -0.457
6. O 0.005
7. C -0.143
8. C -0.161
9. C -0.031
10. C -0.019
11. N -0.117
12. O -0.206
13. H 0.146
14. H 0.069
15. H 0.120
16. H 0.081
17. H 0.099
18. H 0.107
19. H 0.113

=====

C6H7NO | wB97M-V/def2-TZVPD

* 2S+1: 1
* HOMO energy: -8.66 eV
* Kohn-Sham gap: 8.41 eV
* max |F|: 3.43 eV/Å
* E_tot: -9867.9434 eV

Structure (XYZ):
```
15
C6H7NO wB97M-V/def2-TZVPD
C 2.9006 -0.5233 -0.1574
C 0.9123 -0.4461 0.5790
C 1.1990 0.7580 0.0290
C -3.6120 -1.5983 -0.1317
C -2.4142 -1.2507 0.2403
C 0.3297 1.9446 -0.1010
N 2.4883 0.6672 -0.4361
O 1.9395 -1.3085 0.4876
H 3.8176 -1.0974 -0.3450
H -3.7312 -0.7133 -0.7760
H -4.4084 -2.3558 0.0569
H 0.0755 -0.7549 1.0324
H -0.7698 1.7614 -0.0244
H 0.5994 2.5966 0.6580
H 0.6736 2.3205 -1.1118
```

Need the Löwdin charges? In units of e they are:
1. C -0.160
2. C -0.108
3. C -0.350
4. C -0.145
5. C 0.110
6. C -0.033
7. N 0.120
8. O 0.029
9. H 0.134
10. H 0.051
11. H 0.075
12. H 0.040
13. H 0.088
14. H 0.046
15. H 0.104

=====

C6H7NO | wB97M-V/def2-TZVPD

* 2S+1: 1
* HOMO energy: -9.62 eV
* Kohn-Sham gap: 9.77 eV
* max |F|: 3.68 eV/Å
* E_tot: -9869.5764 eV
* structure (SMILES): O=C1CCC[C@@H]2N=C12

Structure (XYZ):
```
15
C6H7NO wB97M-V/def2-TZVPD
O 1.2237 1.6980 2.7463
C 0.9550 1.2209 1.6489
C 0.2198 -0.0894 1.5086
C 0.2557 -0.7098 0.1121
C -0.2615 0.2213 -1.0081
C 0.6072 1.4978 -0.9105
N 2.0687 1.4780 -0.7460
C 1.4162 1.5882 0.3204
H 0.6197 -0.8821 2.2665
H -0.8320 0.2752 1.9104
H 1.3272 -1.0358 -0.0632
H -0.2799 -1.6229 0.0587
H -0.0307 -0.3843 -1.8872
H -1.3619 0.6274 -1.1323
H 0.1118 2.4219 -1.1181
```

Need the Löwdin charges? In units of e they are:
1. O 0.087
2. C -0.350
3. C -0.117
4. C -0.212
5. C -0.145
6. C -0.247
7. N 0.228
8. C -0.168
9. H 0.160
10. H 0.171
11. H 0.143
12. H 0.091
13. H 0.097
14. H 0.152
15. H 0.111

=====

C6H7NO | wB97M-V/def2-TZVPD

* 2S+1: 1
* HOMO energy: -7.30 eV
* Kohn-Sham gap: 7.67 eV
* max |F|: 5.88 eV/Å
* E_tot: -9863.6067 eV

Structure (XYZ):
```
15
C6H7NO wB97M-V/def2-TZVPD
C -1.8090 0.2582 0.2557
C 0.4396 1.2503 -1.1064
C 1.7914 -0.2750 -0.2594
C -0.4592 -1.4268 0.9186
C 0.3354 -0.5134 0.0780
C -0.2853 0.7953 0.0664
H -2.4864 -1.3075 1.1553
H -2.6159 0.9691 0.9950
H 0.4981 2.3127 -1.1610
H 2.8600 -0.7770 -0.1379
H -0.4765 -2.6529 0.7496
H -0.3200 -0.6631 -1.0481
H -0.3809 1.5776 1.0383
N -1.6845 -0.9159 0.7925
O 1.8295 0.8027 -0.8570
```

Need the Löwdin charges? In units of e they are:
1. C -0.086
2. C -0.086
3. C -0.081
4. C -0.110
5. C -0.320
6. C -0.355
7. H 0.123
8. H 0.178
9. H 0.075
10. H 0.180
11. H 0.161
12. H 0.221
13. H 0.183
14. N -0.092
15. O 0.010

=====

C6H7NO | wB97M-V/def2-TZVPD

* 2S+1: 1
* HOMO energy: -9.42 eV
* Kohn-Sham gap: 9.53 eV
* max |F|: 5.95 eV/Å
* E_tot: -9869.1926 eV
* structure (SMILES): N#CC1=CCC[C@@H]1O

Structure (XYZ):
```
15
C6H7NO wB97M-V/def2-TZVPD
N -1.3121 -1.2727 -2.2886
C -0.6622 -0.6347 -1.5512
C 0.1504 0.0617 -0.7316
C 1.4217 0.6154 -0.6558
C 1.7830 0.9926 0.6944
C 0.5018 0.8650 1.6133
C -0.6800 0.2055 0.6687
O -1.2709 -1.0977 1.0934
H 2.0741 0.8692 -1.5632
H 2.3195 2.1558 0.8241
H 2.5677 0.1430 1.0213
H 0.4767 1.7583 2.1497
H 0.3307 0.0068 2.5115
H -1.3531 1.0259 0.5153
H -2.1522 -0.9019 1.5876
```

Need the Löwdin charges? In units of e they are:
1. N 0.176
2. C -0.233
3. C -0.173
4. C -0.056
5. C -0.229
6. C -0.119
7. C -0.241
8. O -0.080
9. H 0.144
10. H 0.180
11. H 0.151
12. H 0.052
13. H 0.166
14. H 0.122
15. H 0.140

=====

C6H7NO | wB97M-V/def2-TZVPD

* 2S+1: 1
* HOMO energy: -8.67 eV
* Kohn-Sham gap: 8.51 eV
* max |F|: 8.69 eV/Å
* E_tot: -9867.0409 eV

Structure (XYZ):
```
15
C6H7NO wB97M-V/def2-TZVPD
C -2.4257 -1.1418 0.2698
C -1.0305 0.6232 -0.3436
C 0.0521 1.4933 0.0131
C 1.4101 0.9345 0.3924
C 1.9037 -0.3320 0.0224
C 3.3654 -0.3982 0.0111
H -3.1428 -0.4222 -0.3104
H -2.2796 -2.3106 -0.5803
H -2.4584 -1.2995 1.4124
H -2.0139 1.0840 -0.7512
H -0.0183 2.5920 -0.5408
H 2.0740 1.5762 1.1215
H 1.1274 -0.8521 -0.5061
N 4.5127 -0.8709 -0.1396
O -1.0763 -0.6761 -0.0707
```

Need the Löwdin charges? In units of e they are:
1. C -0.047
2. C -0.219
3. C -0.080
4. C -0.110
5. C -0.102
6. C -0.204
7. H 0.088
8. H 0.201
9. H 0.105
10. H 0.129
11. H 0.149
12. H 0.134
13. H 0.084
14. N 0.102
15. O -0.229

=====

C6H7NO | wB97M-V/def2-TZVPD

* 2S+1: 1
* HOMO energy: -8.58 eV
* Kohn-Sham gap: 8.70 eV
* max |F|: 9.79 eV/Å
* E_tot: -9867.6190 eV
* structure (SMILES): C#C/C(N)=C(\C)C=O

Structure (XYZ):
```
15
C6H7NO wB97M-V/def2-TZVPD
C 0.4221 1.0499 -2.4368
C -0.0161 1.0242 -1.1675
C -0.5680 0.5036 0.0868
N -1.6719 1.1365 0.4579
C 0.1715 -0.4984 0.5051
C 1.4874 -0.7580 -0.2329
C -0.2730 -0.9716 1.9410
O -1.3985 -0.9401 2.3973
H 0.5577 1.4557 -3.4204
H -2.0149 1.7457 -0.1914
H -2.5119 0.4233 0.9960
H 1.1917 -1.2346 -1.1988
H 2.0744 0.2868 -0.2664
H 2.1041 -1.5895 0.1971
H 0.4452 -1.6335 2.3332
```

Need the Löwdin charges? In units of e they are:
1. C 0.156
2. C -0.051
3. C -0.428
4. N 0.117
5. C -0.202
6. C -0.095
7. C -0.183
8. O 0.015
9. H 0.015
10. H 0.047
11. H 0.237
12. H 0.079
13. H 0.127
14. H 0.077
15. H 0.089

=====

C6H7NO2 | wB97M-V/def2-TZVPD

* 2S+1: 1
* HOMO energy: -8.51 eV
* Kohn-Sham gap: 9.38 eV
* max |F|: 7.97 eV/Å
* E_tot: -11917.9261 eV
* structure (SMILES): CC(=O)Nc1ccco1

Structure (XYZ):
```
16
C6H7NO2 wB97M-V/def2-TZVPD
C -2.0996 -0.2253 -0.6982
C -1.6116 1.2132 -0.6809
O -2.1879 2.1756 -0.9607
N -0.2147 1.4376 -0.3371
C 0.6217 0.4325 0.1219
C 1.3621 0.3113 1.3052
C 2.0647 -0.9837 1.1794
C 1.7625 -1.4781 0.0082
O 0.8047 -0.7083 -0.6358
H -3.0944 -0.1092 -0.9934
H -1.7526 -1.0569 0.1791
H -1.4441 -0.7850 -1.5168
H -0.1218 2.3573 -0.2707
H 1.1035 0.9866 1.9878
H 2.8275 -1.3536 1.8362
H 1.9799 -2.2141 -0.5241
```

Need the Löwdin charges? In units of e they are:
1. C 0.000
2. C -0.513
3. O 0.127
4. N 0.158
5. C -0.293
6. C 0.032
7. C -0.046
8. C -0.098
9. O 0.017
10. H 0.044
11. H 0.162
12. H 0.118
13. H 0.084
14. H 0.056
15. H 0.102
16. H 0.050

=====

C6H7NO2 | wB97M-V/def2-TZVPD

* 2S+1: 1
* HOMO energy (spin up / spin down): -7.98 / -7.93 eV
* Kohn-Sham gap (spin up / spin down): 7.50 / 7.63 eV
* max |F|: 4.20 eV/Å
* E_tot: -11913.4865 eV

Structure (XYZ):
```
16
C6H7NO2 wB97M-V/def2-TZVPD
C 1.5293 0.7727 0.0445
C 1.3399 -0.6118 -0.5295
C 0.3666 -0.6102 1.5088
C 2.1084 1.9290 -0.3636
C -2.0212 -0.1715 0.4738
C -2.1628 -1.2073 -0.5249
N 0.8028 0.6263 1.2578
O 1.6619 -1.0931 -1.5591
O 0.6802 -1.3610 0.4010
H 2.2769 2.6872 0.2931
H 2.4069 2.0499 -1.3634
H -2.8275 0.6676 0.5078
H -2.7009 -2.0403 -0.0146
H -1.2208 -1.7349 -0.8241
H -2.9978 -1.1472 -1.3152
H 0.7581 1.2446 2.0075
```

Need the Löwdin charges? In units of e they are:
1. C -0.171
2. C -0.438
3. C -0.078
4. C 0.140
5. C 0.065
6. C -0.226
7. N 0.032
8. O 0.168
9. O -0.018
10. H 0.036
11. H 0.061
12. H 0.043
13. H 0.105
14. H 0.073
15. H 0.093
16. H 0.115

=====

C6H7NO2 | wB97M-V/def2-TZVPD

* 2S+1: 1
* HOMO energy: -9.92 eV
* Kohn-Sham gap: 9.23 eV
* max |F|: 5.20 eV/Å
* E_tot: -11918.8743 eV
* structure (SMILES): C=C1C(=O)CCNC1=O

Structure (XYZ):
```
16
C6H7NO2 wB97M-V/def2-TZVPD
C -0.1444 2.4608 -0.0108
C 0.0215 1.1043 -0.0461
C -1.2073 0.3499 0.1131
O -2.4074 0.6729 -0.2013
C -1.0161 -1.1155 0.3663
C 0.2007 -1.6593 -0.3395
N 1.4434 -0.9347 0.1630
C 1.3588 0.3884 -0.0222
O 2.4494 1.0523 -0.0135
H 0.7192 3.2371 0.2135
H -1.2536 2.6593 0.0364
H -1.9686 -1.4844 -0.0031
H -0.9853 -1.3900 1.5312
H 0.3443 -2.7753 -0.3219
H 0.0556 -1.3757 -1.4423
H 2.3897 -1.1900 -0.0226
```

Need the Löwdin charges? In units of e they are:
1. C 0.167
2. C -0.148
3. C -0.354
4. O 0.025
5. C -0.137
6. C -0.148
7. N 0.083
8. C -0.428
9. O 0.001
10. H 0.138
11. H 0.096
12. H 0.116
13. H 0.177
14. H 0.132
15. H 0.144
16. H 0.137